Entry 1:
75
Properties=species:S:1:pos:R:3:forces:R:3:mulliken_charge:R:1 method="wB97M-V/def2-TZVPD" e_homo_ev=-10.67 e_lumo_ev=-4.03 largest_force_ev_per_a=4.25 e_tot_ev=-59008.5840 homo_lumo_gap_ev=6.64 total_charge=+1 spin_multiplicity=1
C 1.781 6.718 5.741 -0.213 0.122 -0.161 -0.452
H 0.978 6.403 7.705 0.045 0.024 -0.062 0.361
C 2.610 4.660 1.070 -0.264 -0.158 0.091 -0.524
C 4.494 6.028 0.464 0.040 -0.040 -0.036 -0.632
H 3.942 -4.394 -2.983 0.778 0.650 0.233 0.346
H 4.835 -3.782 -1.099 0.367 0.480 -0.104 0.331
H 1.668 4.518 1.587 0.041 -0.012 0.013 0.429
C 4.341 3.771 -0.354 -0.039 -0.301 -0.183 -0.256
H 0.249 -0.433 -0.955 0.171 -0.064 -1.128 0.227
H -5.631 -4.873 -0.151 -0.009 -0.082 0.052 0.133
C -5.484 -3.366 -2.780 0.962 0.594 -0.037 -0.240
C -5.033 -6.562 1.050 -0.219 -0.086 0.162 -0.538
H 2.990 5.220 8.529 -0.005 0.033 -0.067 0.366
C -5.439 -7.488 2.004 0.086 -0.051 0.016 -0.437
H -1.821 -0.821 -0.839 -0.230 0.313 -0.996 0.391
C -4.470 -3.205 -3.833 0.187 1.467 2.537 -0.735
N 1.820 -0.522 -2.257 1.225 2.370 -1.276 0.359
C -7.207 -5.566 1.114 0.365 -0.442 0.220 0.307
H 2.158 2.812 -2.682 -0.161 -1.096 0.445 0.437
F 2.821 6.955 3.638 -0.066 0.191 0.377 -0.259
H 5.025 6.972 0.520 -0.045 -0.061 -0.003 0.405
H 5.218 -3.278 -3.751 -0.917 -0.537 0.719 0.317
C 4.039 5.380 6.663 -0.251 0.087 0.010 -0.380
C -2.065 -0.612 -1.918 0.227 -0.669 -0.515 -0.383
C 0.420 -0.098 -2.027 -2.423 -1.277 3.255 -0.168
C -3.340 -2.288 -3.584 -1.254 -0.276 1.305 -0.132
C -7.622 -6.477 2.067 -0.248 0.021 0.082 -0.421
H 2.890 6.676 1.729 -0.030 -0.081 -0.251 0.471
C 1.668 1.815 -2.757 -0.788 -0.788 -0.553 0.003
H -4.238 -1.207 -0.324 0.130 -0.556 -1.093 0.267
C -5.925 -5.598 0.598 0.072 0.185 -0.184 0.145
H -4.567 -3.766 -4.793 0.142 0.640 1.022 0.357
H -4.744 -8.243 2.354 -0.055 0.043 -0.019 0.368
C -3.225 -1.576 -2.311 -2.028 -1.087 0.120 0.288
H -8.631 -6.425 2.457 0.022 0.017 -0.048 0.420
F -8.068 -4.628 0.678 -0.039 0.101 -0.056 -0.294
C 0.399 1.469 -1.855 2.488 -0.169 -0.401 -0.726
C -0.757 -0.795 -2.811 -0.429 1.253 -0.228 -0.652
H 4.737 2.941 -0.928 0.021 0.006 0.044 0.431
C -5.430 -2.658 -1.500 2.434 0.773 -2.001 -0.817
H -2.385 0.462 -2.020 0.166 -1.034 0.241 0.265
C -4.285 -1.763 -1.297 -0.390 -0.969 -1.288 -0.338
H 4.920 4.864 7.024 -0.040 0.032 -0.057 0.361
H 4.824 5.684 4.677 -0.033 0.040 0.004 0.416
C 2.954 5.582 7.508 0.025 -0.041 0.071 -0.513
H 0.913 7.247 5.367 0.041 -0.012 -0.013 0.400
H -0.570 -1.866 -3.075 -0.019 0.914 0.414 0.451
H 2.603 -2.777 -4.095 0.883 0.467 0.664 0.335
H 1.514 -2.579 -2.115 0.902 0.758 0.154 0.315
H -7.049 -8.172 3.252 -0.007 0.067 -0.038 0.364
H 3.825 -1.482 -3.858 -0.593 -0.425 0.711 0.349
H -6.330 -4.072 -2.974 0.851 0.748 0.207 0.352
Cl 1.169 1.739 -4.543 0.300 0.037 0.655 -0.161
C 3.302 -2.321 -3.334 0.098 -0.247 -0.120 -0.415
H 3.616 0.406 -2.825 -1.258 0.271 0.132 0.483
C 4.428 -3.387 -2.953 -0.425 0.931 -0.918 -0.614
H 2.888 -2.025 -1.109 -0.158 0.603 -0.974 0.344
C 2.516 0.510 -2.629 0.238 0.316 0.332 -0.408
H -6.198 -2.758 -0.696 0.716 0.010 -1.010 0.522
C 1.824 6.249 7.047 0.210 -0.080 -0.062 -0.374
H -0.540 1.995 -2.142 0.863 -0.575 0.093 0.399
C 3.992 5.839 5.353 0.201 -0.022 -0.231 -0.282
F 2.482 2.446 0.254 -0.048 -0.309 -0.045 -0.302
H 0.735 1.726 -0.791 -0.825 -0.325 -1.503 0.303
H 5.952 5.111 -0.820 -0.052 -0.054 0.032 0.379
H -4.024 -6.592 0.658 -0.071 0.019 -0.014 0.356
H -0.962 -0.205 -3.752 0.467 -0.882 0.711 0.273
C 3.292 5.867 1.145 0.199 -0.143 -0.483 -0.401
C 5.018 4.983 -0.287 -0.143 0.102 0.140 -0.425
C 2.409 -1.889 -2.112 -1.070 -1.340 -0.335 -0.685
C 3.145 3.627 0.324 0.482 0.871 0.104 0.440
C -6.733 -7.447 2.511 0.145 0.125 -0.155 -0.429
C 2.864 6.504 4.909 0.019 -0.231 0.752 0.334
H -2.559 -2.125 -4.367 -0.860 -0.265 0.728 0.308
O 5.066 -3.062 -1.711 -0.903 -0.892 -0.198 -0.516

Entry 2:
85
Properties=species:S:1:pos:R:3:forces:R:3:mulliken_charge:R:1 method="wB97M-V/def2-TZVPD" e_homo_ev=-5.11 e_lumo_ev=-1.75 largest_force_ev_per_a=4.41 e_tot_ev=-74966.2991 homo_lumo_gap_ev=3.36 spin_multiplicity=1 e_above_lowest_ev=3.4514
H -0.001 -3.399 3.633 -0.302 0.478 -0.503 0.368
H -1.985 1.028 -3.547 0.424 0.149 0.224 0.291
O -3.097 -0.152 1.623 0.414 -1.420 1.078 -0.322
C -5.442 -0.640 1.555 -0.199 -0.140 0.025 -2.196
F 3.535 4.843 0.665 0.755 -0.071 -0.737 -0.277
H 4.097 -1.994 -1.638 -0.103 -0.335 -0.065 0.531
S -0.518 2.588 -0.637 0.916 0.406 -0.374 -0.485
F 5.987 0.181 -2.705 -0.672 0.425 -0.793 -0.245
H -5.184 -3.166 0.853 0.169 0.054 -0.264 0.348
H -3.417 3.521 -1.525 -0.102 0.244 -0.075 0.253
H -3.776 -1.173 -2.050 0.103 -0.026 0.158 0.527
H 1.829 3.614 -0.365 0.331 -0.529 -0.209 0.579
H -2.708 -3.661 3.927 0.198 0.121 0.237 0.229
H 0.294 -0.112 -2.976 -0.053 0.355 0.182 0.344
C -1.610 2.465 -1.957 -0.456 -1.946 -1.463 0.675
H -5.612 0.271 2.150 0.165 -0.308 -0.275 0.488
H -3.085 3.304 -3.258 0.121 -0.079 0.239 0.357
H -3.091 -3.566 5.680 0.094 -0.048 -0.094 0.265
C 0.959 -1.178 -0.556 0.311 0.164 1.766 -0.673
C 3.025 -2.094 -1.491 -0.875 -0.207 0.027 -0.204
C -3.048 -1.585 -1.343 0.303 0.149 -0.150 -1.796
C 2.365 -1.164 -0.688 0.251 -0.071 -0.086 -0.297
O -2.606 -2.302 0.882 0.242 0.073 1.808 -0.600
F 4.763 5.546 -1.023 -0.165 -0.690 0.552 -0.282
H -4.226 -3.833 -0.494 -0.070 0.270 0.112 0.468
O -1.885 -2.068 5.059 0.345 -0.030 -0.084 -0.479
H -5.386 -1.491 2.248 0.015 0.198 -0.170 0.320
H 2.373 0.468 -3.283 0.110 0.094 0.497 0.512
H -0.791 -2.442 -0.623 0.243 0.087 -0.397 0.991
H 5.042 -0.321 0.031 -0.107 0.243 0.233 0.447
H -2.686 -2.539 -1.738 -0.054 0.157 0.012 0.518
H -2.154 4.487 -2.325 -0.167 -0.074 0.043 0.381
C -4.173 -0.482 0.715 -0.861 -0.084 0.224 1.698
C 0.081 -1.943 2.013 0.222 0.244 -0.330 -0.669
C 5.062 0.766 -3.548 0.165 -0.597 -0.340 0.694
C 2.762 1.252 -2.632 0.373 -0.258 0.070 -0.546
C -1.069 -1.567 4.083 0.240 0.162 0.137 0.215
H 5.450 1.425 1.802 -0.310 -0.011 -0.081 0.417
F 5.524 3.971 0.317 -0.857 0.624 -0.584 -0.246
C 0.598 1.324 -1.311 -2.548 1.536 -3.013 1.366
C -0.264 -0.624 1.510 1.136 0.146 1.007 1.349
H -0.855 1.318 2.305 -0.179 -0.444 -0.075 0.757
F 4.428 -0.253 -4.201 0.636 0.733 0.371 -0.291
C 4.639 2.686 -2.052 -0.384 -0.281 0.409 -1.502
C 4.395 4.438 -0.318 0.082 0.227 0.673 0.754
C -2.624 3.497 -2.282 -0.341 0.123 0.326 -1.449
H 2.730 -3.853 -2.707 -0.189 0.142 0.160 0.384
C 4.428 1.161 1.524 0.332 -0.143 -0.203 -1.150
C -4.317 0.736 -0.168 0.204 0.239 -0.414 -1.484
C -4.704 -2.925 -0.105 -0.448 -0.146 0.121 -1.973
C 2.245 -3.122 -2.059 0.624 0.439 -0.187 -1.379
C 1.956 1.858 -1.651 0.089 -0.534 0.431 1.106
C 4.105 1.610 -2.756 -0.169 0.348 -0.032 0.222
H -5.487 -2.627 -0.817 0.160 -0.069 0.190 0.368
C -1.331 1.324 -2.717 -1.044 1.621 0.648 -0.737
C 3.356 1.801 2.148 -0.420 0.032 -0.011 -1.112
C 3.791 3.363 -1.176 0.233 0.009 -0.382 0.237
C -2.308 -3.455 4.932 0.502 0.607 0.170 -0.651
C 1.814 0.508 0.852 -0.430 -1.073 -0.037 -0.137
H 0.722 -2.611 1.426 -0.477 0.450 -0.038 0.254
H 1.196 1.999 2.278 0.176 0.061 -0.001 0.522
H -2.193 -0.905 -1.263 -0.162 0.017 -0.169 0.013
H -3.366 0.968 -0.665 -0.274 -0.052 -0.030 0.095
H 5.686 2.953 -2.132 -0.067 -0.060 0.009 0.458
C 4.218 0.187 0.538 -0.279 0.128 0.269 -0.054
C 2.907 -0.162 0.237 -0.162 0.398 -0.326 0.462
H -4.576 1.603 0.457 -0.027 -0.315 -0.158 0.464
C 0.538 -0.062 0.332 0.650 -2.839 1.566 -0.336
C -0.131 0.700 -2.382 1.547 0.242 0.347 -0.723
C 2.029 1.488 1.806 0.722 0.101 0.201 0.162
H -1.473 -4.129 5.160 -0.295 0.069 -0.076 0.335
H -5.104 0.586 -0.918 0.178 0.075 0.129 0.354
C 0.876 -3.222 -1.790 -0.355 -0.018 0.255 -1.454
C -0.280 -2.399 3.264 -0.924 -0.182 0.421 -0.601
B -2.354 -1.296 1.759 1.089 2.408 -3.527 1.446
H 0.292 -4.052 -2.204 0.356 0.202 0.199 0.432
C -1.056 -0.173 3.820 -0.885 -1.358 1.093 -1.025
C 2.459 3.005 -1.023 0.256 0.100 0.496 -0.705
H -6.309 -0.780 0.894 0.190 -0.030 0.231 0.392
H -1.389 0.489 4.621 -0.234 -0.064 -0.488 0.510
C 0.224 -2.283 -0.977 0.571 0.014 -0.712 0.390
F 5.777 1.465 -4.476 -0.470 -0.514 0.659 -0.289
H 3.544 2.569 2.903 -0.004 -0.266 -0.254 0.404
C -3.676 -1.819 0.011 -0.715 0.212 -0.273 1.770
C -0.758 0.255 2.540 0.595 -0.064 -0.526 -0.549

Entry 3:
139
Properties=species:S:1:pos:R:3:forces:R:3:mulliken_charge:R:1 method="wB97M-V/def2-TZVPD" e_homo_ev=-8.58 e_lumo_ev=0.01 largest_force_ev_per_a=8.66 e_tot_ev=-264536.5148 homo_lumo_gap_ev=8.59 spin_multiplicity=1
C -10.823 2.598 1.320 0.179 -0.069 0.145 -0.278
H 0.406 -1.377 4.660 0.027 -0.068 0.048 0.421
H -1.812 -0.127 -7.863 -0.716 1.658 1.186 0.377
C 0.001 -1.429 -1.966 -2.517 -1.352 -0.249 0.336
C 1.633 5.708 -8.363 -0.012 0.007 -0.015 -0.150
C -4.632 3.023 2.392 0.003 2.019 0.421 0.019
H -6.026 4.659 1.543 2.529 -0.687 -0.450 0.263
H 2.730 -2.226 8.183 -0.060 -0.043 -0.060 0.359
H -1.208 0.806 -0.318 -0.961 -1.277 1.680 -0.415
H 2.221 2.223 -2.714 0.499 -0.404 2.149 0.161
H -3.813 2.430 -7.033 0.349 -2.306 -0.948 0.236
N 3.702 2.913 4.207 0.366 -0.862 0.301 -0.582
H 0.492 -2.276 -2.603 -0.537 1.705 1.378 -0.140
C -0.845 -2.145 -0.713 -0.939 0.667 0.667 -0.350
H 4.599 -2.682 -3.032 0.503 0.776 2.431 0.358
C 1.274 2.674 -0.689 -0.917 0.651 -2.311 -0.259
H -3.467 -0.638 -0.495 -0.003 1.320 2.125 0.092
C -1.780 -6.313 -1.923 -0.273 0.859 -1.755 -0.090
H -1.592 -6.563 4.532 0.788 -0.901 -2.343 0.312
H 7.990 4.829 5.525 0.007 -0.083 0.061 0.355
H 3.039 2.193 2.392 0.657 -0.187 0.622 0.484
C 0.253 3.992 -9.270 0.184 -0.670 0.597 -0.129
H -5.587 2.428 2.712 1.911 1.018 -1.015 0.019
N 8.203 1.971 7.326 0.342 0.951 0.010 -0.484
C -1.568 -4.360 0.033 -0.639 0.607 1.261 0.552
H 4.231 0.609 -1.611 -2.346 0.202 1.111 0.429
H -4.897 3.799 0.265 -0.194 0.893 2.087 0.228
N 2.506 -1.849 -4.521 -0.247 0.973 1.803 -0.879
H -2.496 -6.550 -2.849 1.537 0.395 2.185 0.374
H -10.142 2.029 3.283 0.017 0.020 -0.108 0.374
H 0.404 5.961 -10.122 0.017 -0.082 0.070 0.351
H 1.133 3.844 -0.873 0.514 -2.625 0.570 0.459
H -7.206 2.267 0.159 -0.223 -0.014 0.160 0.766
H 2.028 6.720 -8.379 -0.049 -0.120 0.001 0.358
H -1.298 -1.892 1.538 1.165 1.082 -1.765 0.369
C -10.417 2.831 0.015 0.856 -0.066 -0.376 -0.296
O 2.447 -3.481 -1.370 1.758 4.575 0.026 -0.558
H 4.931 -0.696 4.943 -0.038 0.104 -0.019 0.527
C 3.535 1.911 3.317 0.205 0.720 0.559 -0.335
C 0.730 5.291 -9.334 0.189 0.065 0.212 -0.510
C 2.026 4.817 -7.370 -0.103 0.122 -0.214 -0.472
H 0.488 -5.576 -1.813 -1.673 -0.953 -1.434 0.073
C 2.531 2.130 -1.589 0.690 1.022 1.112 -0.584
H -4.118 5.116 1.379 -1.724 -1.889 0.241 0.289
C 1.497 3.537 -7.392 -0.609 -0.386 -0.587 -0.188
H -0.041 -7.040 3.521 -2.339 0.481 -0.463 0.289
H 3.273 0.562 0.014 -0.625 0.214 -2.220 0.056
H 7.129 2.487 5.643 0.121 0.096 0.041 0.600
H -2.848 -4.288 -1.909 0.922 -1.512 1.641 0.204
O -1.762 0.954 -5.907 0.138 -2.905 -0.812 -0.281
C 9.612 3.685 8.276 -0.090 0.144 -0.210 -0.357
H 3.792 -0.157 2.784 -0.010 0.016 0.008 0.572
N 0.617 3.103 -8.320 0.395 1.002 -0.008 -0.382
H -1.340 1.700 -7.863 -1.375 -1.793 1.188 -0.110
H -3.457 -1.000 1.367 0.570 1.833 -1.596 0.307
H -2.780 -0.642 -4.896 2.000 0.451 -0.270 0.263
Cl -1.751 -7.938 -0.955 0.049 1.684 -0.735 -0.209
H 2.030 -0.618 6.402 -0.033 -0.097 -0.015 0.495
O -0.680 -0.336 -4.242 -2.069 -0.281 0.577 -0.145
C 2.028 -2.521 7.412 -0.095 0.136 -0.215 -0.468
C -1.709 -0.385 -5.291 0.140 -0.051 -0.314 -0.212
C 1.636 -1.630 6.419 -0.007 0.034 -0.015 -0.180
C 4.318 2.596 5.367 -0.496 0.327 -0.778 -0.331
H 1.777 -4.535 8.141 0.001 0.077 -0.033 0.347
C 3.135 0.675 -1.142 0.869 -0.238 -0.849 -0.597
C -1.787 -5.938 2.323 3.799 1.187 -3.020 0.074
C -4.923 4.251 1.346 -0.702 -0.447 -0.256 -0.803
C -0.963 -5.359 1.187 -3.099 -1.376 3.001 -0.247
C -8.227 2.350 0.522 -0.287 0.314 -0.876 -0.293
C -0.742 -1.273 0.693 -0.749 -0.052 0.091 -0.191
H -2.000 -2.169 -1.009 2.411 0.221 0.446 0.026
H -1.658 -8.029 3.267 0.894 2.308 0.478 0.297
H 3.988 0.014 -3.852 -1.183 0.343 0.434 0.138
H 4.438 3.418 6.067 0.025 -0.070 -0.001 0.484
H 0.361 -1.130 1.069 -2.130 -0.200 -1.050 0.008
H -3.685 1.607 -8.783 0.129 -0.184 2.458 0.251
C -1.586 0.158 0.581 0.253 -0.548 1.197 0.201
H 5.614 -2.920 -1.362 -2.043 1.315 -0.947 0.344
C -3.201 -0.175 0.552 0.579 0.535 0.350 -0.085
N 0.619 -4.235 6.461 0.370 0.938 -0.004 -0.477
O -4.520 0.326 -7.268 1.615 -0.268 0.427 -0.512
H -11.131 3.124 -0.749 0.008 -0.017 0.080 0.378
H 1.750 0.597 -4.163 0.486 -0.320 0.502 -0.023
H -1.374 -1.244 -6.044 -0.601 2.027 1.273 0.214
O -5.371 1.222 0.332 7.629 -0.218 4.098 -0.517
Cl 1.444 2.423 1.139 -0.905 0.184 -2.530 -0.237
H -7.763 1.800 2.549 -0.068 -0.012 -0.094 0.319
H 5.265 1.126 6.620 -0.001 0.030 -0.063 0.491
C -2.488 -5.084 -1.109 -0.079 -0.812 0.042 -0.475
H 9.361 1.671 9.006 0.001 0.081 -0.033 0.364
C -1.189 -0.757 -2.929 -0.011 -1.144 0.542 -0.481
C -2.055 0.894 -7.347 -0.102 2.527 -1.013 -0.225
O 3.442 -2.006 0.459 -0.984 0.672 -4.968 -0.628
H -0.457 3.619 -10.004 0.053 0.064 0.028 0.360
H -1.724 0.100 -2.321 0.972 -1.488 -1.394 0.004
O 0.916 -0.445 -1.388 1.664 -1.733 -1.796 0.202
C 9.083 2.404 8.255 -0.607 -0.400 -0.576 -0.199
C 0.255 -3.347 5.511 0.169 -0.691 0.586 -0.060
H -2.291 -3.603 0.608 1.333 -1.830 -1.029 0.286
C 0.732 -2.047 5.447 0.188 0.058 0.219 -0.611
H -1.953 -1.650 -3.141 1.566 1.906 0.779 0.384
C -4.149 1.143 0.909 -4.183 0.421 -2.686 0.024
C -8.536 2.093 1.848 -0.402 0.073 0.067 -0.231
H 10.314 3.980 9.048 -0.064 -0.050 -0.065 0.347
H -3.470 -5.532 -0.604 2.216 1.104 -0.926 0.310
O -3.580 2.166 1.802 -2.750 -3.039 -1.696 -0.248
Br 1.012 -5.796 1.072 -2.425 0.485 0.208 -0.144
H -4.162 3.489 3.374 -0.806 -1.219 -2.054 0.265
Br -3.761 -5.478 2.451 2.292 -0.492 -0.198 -0.195
H -11.864 2.708 1.603 0.085 -0.008 -0.042 0.356
H -3.979 -0.508 -7.057 -1.140 2.127 -0.584 0.320
C 2.310 -0.622 -1.808 0.007 3.381 1.368 -0.724
H 2.728 5.112 -6.598 -0.062 -0.043 -0.067 0.337
N -9.139 2.716 -0.405 -0.443 -0.126 0.986 -0.535
C -9.861 2.221 2.251 0.048 -0.011 0.039 -0.517
O -0.456 -3.542 -0.475 -1.427 0.429 -0.260 -0.186
C -0.312 -5.972 -2.574 -0.318 -0.244 -0.569 -0.685
C -1.207 -6.951 3.474 -1.037 0.175 0.111 -1.008
C 9.220 4.576 7.284 -0.014 0.009 -0.012 -0.214
C 8.316 4.159 6.312 0.204 0.078 0.232 -0.539
C 4.587 0.313 4.737 0.001 -0.056 -0.012 -0.524
H 3.415 2.918 -1.435 -1.824 -1.806 -0.320 0.355
H 5.334 -1.196 -2.134 -1.043 -1.871 0.644 0.257
C 7.839 2.859 6.376 0.188 -0.680 0.529 -0.232
C 4.849 -2.246 -1.953 0.471 0.209 -1.538 -0.821
C 1.499 -3.802 7.390 -0.608 -0.397 -0.601 -0.241
H -0.477 -5.140 -3.397 0.235 -1.521 1.723 0.163
S 3.160 -2.145 -1.066 0.693 -4.871 3.711 1.344
H -1.371 0.758 1.571 -0.372 -1.112 -2.056 0.404
P 2.609 -0.461 -3.702 0.292 -2.762 -1.054 0.757
H 0.059 -6.932 -3.171 -0.698 2.064 1.524 0.389
C -3.595 1.425 -7.609 1.464 -1.212 -1.118 -0.187
H 0.293 2.178 -1.149 2.072 0.855 1.620 0.010
C 3.954 0.609 3.534 0.136 -0.064 0.271 -0.121
H 1.775 2.803 -6.640 -0.018 0.060 -0.033 0.397
H 9.614 5.588 7.267 -0.044 -0.115 0.004 0.364
C 4.775 1.324 5.674 -0.114 -0.216 -0.137 -0.640
H 2.252 -2.599 -3.842 0.164 0.512 -0.876 0.317
H -0.455 -3.719 4.778 0.052 0.049 -0.004 0.411